The following is a quantum chemistry calculation of a 7-piece molecular cluster, C27H62N2O20P4 overall at a distorted geometry, from OMol25.

Geometry as XYZ:
```
115
Properties=species:S:1:pos:R:3
O -0.1334 0.0346 -0.4107
H 0.1591 0.0090 -1.3247
H 0.3506 0.6867 0.1012
H -0.1522 -0.8091 0.0469
C 0.1072 1.4481 -5.7509
C -0.2689 1.7202 -4.2822
C -1.6148 2.5703 -4.2871
C -2.8120 1.6993 -4.7149
C -2.9701 0.4645 -3.8736
C -1.6592 -0.4113 -3.7871
N -0.4792 0.4265 -3.4809
O 0.7355 -0.2487 -3.0223
C -1.5025 -1.2022 -5.0455
C -1.8936 -1.4385 -2.5961
C 0.7620 2.6570 -3.6541
H -0.5955 0.7593 -6.2199
H 1.0466 0.9136 -5.8921
H 0.1241 2.3995 -6.2825
H -1.5323 3.4477 -4.9286
H -1.8218 2.9641 -3.2921
H -2.7742 1.4056 -5.7639
H -3.7238 2.2789 -4.5708
H -3.8302 -0.0838 -4.2580
H -3.2342 0.8062 -2.8728
H -0.5163 -1.3003 -5.4993
H -2.2438 -0.8657 -5.7704
H -1.8180 -2.2213 -4.8224
H -1.0958 -2.1371 -2.3443
H -2.7106 -2.1258 -2.8156
H -2.1805 -0.9503 -1.6646
H 1.8061 2.3582 -3.7468
H 0.5917 2.7398 -2.5807
H 0.6919 3.6631 -4.0675
C -0.0012 -1.0086 4.3994
C 0.6228 -1.1029 5.5745
C 2.0014 -0.7488 5.6653
C 2.8382 -0.4646 4.5412
C 2.1319 -0.3247 3.3416
C 0.7473 -0.6822 3.2363
N 4.2655 -0.0865 4.6460
O 4.7640 0.2221 3.6001
O 4.7557 -0.0873 5.7508
H -1.0594 -1.1278 4.2194
H 0.1468 -1.3310 6.5167
H 2.5739 -0.8667 6.5735
H 2.6195 0.0710 2.4629
H 0.2812 -0.7086 2.2624
C 3.5131 4.3760 2.8788
O 2.7946 3.1834 2.5239
P 1.5659 3.1259 1.5058
O 1.2317 1.7496 1.0855
O 0.3718 3.8872 2.2861
C -0.1710 3.3374 3.4794
O 1.9221 4.1220 0.2757
C 2.7168 3.7556 -0.7237
H 2.8814 5.2458 2.6986
H 4.4214 4.4073 2.2771
H 3.7656 4.4426 3.9371
H -1.2285 3.0840 3.4048
H -0.0434 4.1761 4.1637
H 0.2958 2.4919 3.9846
H 2.9542 2.6937 -0.7875
H 3.6404 4.2469 -0.4176
H 2.3668 4.2224 -1.6445
C 3.9655 -0.4542 -1.8278
O 4.4975 -1.3277 -0.8337
P 3.4953 -2.1888 0.1085
O 2.2438 -1.5448 0.5549
O 3.2717 -3.6232 -0.6644
C 4.3252 -4.4377 -1.1607
O 4.4398 -2.5760 1.3778
C 3.9118 -3.0454 2.6171
H 3.8054 -0.9923 -2.7621
H 4.6250 0.4014 -1.9732
H 2.9903 -0.0500 -1.5560
H 4.2997 -5.4170 -0.6827
H 5.2929 -3.9672 -0.9868
H 4.2274 -4.6184 -2.2311
H 2.8387 -2.8667 2.6855
H 4.3122 -2.3322 3.3377
H 4.2549 -4.0576 2.8311
C 0.8701 -4.5584 0.6187
O -0.3897 -4.7081 1.3434
P -1.5288 -3.6081 1.1323
O -1.0303 -2.3028 0.7582
O -2.4473 -4.3070 -0.0297
C -1.9449 -5.0216 -1.1932
O -2.2974 -3.7045 2.5459
C -3.3142 -2.7540 2.8290
H 1.7063 -4.6256 1.3146
H 0.9939 -3.5725 0.1705
H 1.0271 -5.3446 -0.1198
H -0.8566 -5.0802 -1.2063
H -2.3112 -4.6734 -2.1589
H -2.2516 -6.0676 -1.1918
H -4.2131 -3.1886 3.2663
H -3.4672 -2.0862 1.9812
H -3.0702 -2.0555 3.6293
C -4.6796 2.8769 3.2948
O -3.7461 1.8370 2.9512
P -3.4485 1.3816 1.4386
O -2.2191 0.6053 1.2021
O -4.8222 0.6366 1.0390
C -5.2085 0.4474 -0.2982
O -3.4664 2.7903 0.5869
C -2.3555 3.3383 -0.1395
H -4.9187 3.5142 2.4435
H -4.3556 3.5140 4.1177
H -5.5830 2.3397 3.5836
H -4.6363 1.0335 -1.0174
H -6.2588 0.7386 -0.2882
H -5.1036 -0.5499 -0.7253
H -1.4576 3.2661 0.4742
H -2.5190 4.3519 -0.5056
H -1.9914 2.6760 -0.9250
```

Net charge: +1
E_tot (eV): -110087.0439
Molecular weight (u): 858.7
Multiplicity: 2

The following is a quantum chemistry calculation of an isolated ion of composition C8H15N2 and charge +1 at a distorted geometry, from OMol25.

Geometry as XYZ:
```
25
Properties=species:S:1:pos:R:3
C 1.9915 -0.8885 -0.6425
C 0.9168 -0.4289 2.5470
C 1.4512 0.2693 -1.2835
C 0.1759 0.9258 -0.6239
C -0.3562 -0.0332 0.3483
C 0.3404 2.3903 -0.1390
C -2.6208 -1.1071 -0.5791
C -1.1947 -1.3036 -0.0119
N 1.7484 -1.2032 0.5706
N 0.8487 -0.6138 1.2632
H 2.8512 -1.2208 -1.2816
H 1.6390 -0.9127 3.0776
H 0.1394 0.1468 3.0371
H 2.2628 0.9171 -1.1514
H 1.2451 0.3371 -2.4009
H -0.5934 1.0825 -1.4620
H -1.1330 0.5022 1.0259
H 1.0738 2.9281 -0.6534
H 0.6173 2.3639 0.9642
H -0.6654 2.9057 -0.3270
H -3.1445 -0.4400 0.0373
H -3.0885 -2.1719 -0.6656
H -2.7017 -0.6571 -1.6413
H -0.6635 -1.8148 -0.8977
H -1.1398 -1.9732 0.8897
```

SMILES: C=[N+]1N=CC[C@H](C)[C@H]1CC
Net charge: +1
E_tot (eV): -11509.4772
Molecular weight (u): 139.2
ΔE to the lowest compared entry with this formula, charge and spin (kcal/mol): 80.84